Entry 1:
Computed, not measured: C3H5N2O3S3 as an isolated structure in a non-equilibrium geometry, with wB97M-V/def2-TZVPD.

Geometry as ORCA input:
```
! RIJCOSX wB97M-V def2-TZVPD def2/J DEFGRID3
* xyz -1 1
H -1.35746 -1.48670 1.01453
S 1.01832 1.51366 -1.54699
H -2.52732 -0.53162 -0.04572
N 0.42521 -0.97949 -1.25119
S 1.94417 0.29842 0.79626
H -0.14490 1.19462 -2.43955
O 1.30547 0.33941 2.13006
N -0.71766 0.46393 0.22967
O 2.63163 1.54505 0.43282
H -0.95793 -2.52097 -1.27150
C -0.69630 -1.50876 -0.98208
O 2.72337 -0.88390 0.49594
S -0.70023 1.47476 1.57050
C -1.42878 -0.82520 0.17903
C 0.53038 0.19463 -0.46950
H -2.04797 1.71217 1.15771
*
```

Output
energy relative to the best compared isomer or geometry (same formula, charge and spin): 0.000 eV
E_LUMO: 3.124 eV
E_tot: -44819.8671 eV
HOMO: -4.48 eV
gap between HOMO and LUMO: 7.60 eV

***

Entry 2:
Computed, not measured: C27H24BrCl5MoN4O7 as an isolated structure, with wB97M-V/def2-TZVPD.

Geometry as ORCA input:
```
! RIJCOSX wB97M-V def2-TZVPD def2/J DEFGRID3
* xyz 0 3
N -2.44548 -1.97867 -0.54452
N -0.90834 1.96844 -1.61962
C 5.46472 -0.59171 0.39057
H -0.54615 -1.08877 5.23910
H -0.59638 -0.84391 -4.73128
O 1.24078 3.85358 1.70632
C 0.41717 2.13007 3.15494
Cl 2.80020 1.77653 -1.33839
H 2.21986 0.81732 3.13324
C -2.03185 2.73564 -3.61415
Mo 0.42112 -0.07535 0.55031
H 1.29620 -1.81308 -1.61056
C 1.19473 0.84944 3.49443
Cl 5.46967 -2.59649 2.18308
H 1.15786 1.28888 5.62293
O 0.41423 -0.16666 2.79895
H 1.51984 -1.84636 -4.10048
H -2.34624 -5.04800 0.80147
O -1.47291 0.73850 0.89861
C -0.96481 1.99014 -4.38700
H -0.16543 2.67660 -4.68916
H 1.67600 -0.35255 5.21695
C 4.83723 0.36871 -0.39637
O 0.94641 1.82283 0.84612
C -0.53420 -3.10825 0.44347
O 0.04237 -4.13757 0.68439
H -1.38007 1.55063 -5.29580
H -2.20180 3.56442 -1.61376
H -1.13341 0.54239 5.57542
H 2.09843 -0.33042 -3.40553
Cl 7.17553 -0.75516 0.36466
H -2.89097 2.08262 -3.45192
C -2.78556 -4.18079 0.33095
H -2.36243 3.60527 -4.18136
H -1.60938 -0.55983 3.08375
H -1.68578 2.11292 3.82233
C 0.99070 0.44980 4.94983
N -0.38804 0.90101 -3.60227
C -3.71041 -1.95046 -0.87892
H -0.27788 -1.94921 -2.38772
C -1.68828 1.73819 1.72513
C 3.44756 0.49245 -0.36536
C -0.85147 0.11783 3.46560
C -1.44855 3.14284 -2.27674
C 0.20342 -0.17713 -4.38891
C -4.12766 -4.11742 -0.01845
Cl 5.80401 1.39248 -1.38857
H -0.66452 3.89460 -2.41118
C 4.69453 -1.41096 1.20362
C -1.05882 1.58795 3.10467
H -1.12938 1.84062 -0.64073
Cl 2.43323 -2.34656 2.24940
O 0.01524 -1.91716 0.47769
O -2.32085 2.72470 1.42274
H 0.66332 0.26773 -5.27389
C -0.38122 0.91178 -2.24784
N 0.14428 -0.07831 -1.52351
C 0.90004 2.70572 1.82809
H -5.64899 -2.88224 -0.92547
C -1.99349 -3.07960 0.05564
C 1.21555 -0.94232 -3.57240
H 0.53983 2.89775 3.91517
C 2.62315 -0.31734 0.43415
C 3.30641 -1.25945 1.21331
Br -4.32390 -0.38117 -1.75335
C -4.61316 -2.97969 -0.63688
H -4.79058 -4.94724 0.18786
C -0.47724 -0.04605 4.93572
C 0.58202 -1.28451 -2.23852
*
```

Output
energy relative to the best compared isomer or geometry (same formula, charge and spin): 0.000 eV
E_LUMO (spin up / spin down): -0.996 / -0.471 eV
E_tot: -183195.6064 eV
HOMO (spin up / spin down): -8.17 / -8.72 eV
gap between HOMO and LUMO (spin up / spin down): 7.17 / 8.25 eV

***

Entry 3:
Computed, not measured: a 3-piece molecular cluster, C5H12O2 overall in a non-equilibrium geometry, with wB97M-V/def2-TZVPD.

Geometry as ORCA input:
```
! RIJCOSX wB97M-V def2-TZVPD def2/J DEFGRID3
* xyz 0 1
H -0.24651 -4.02178 0.18158
H 2.20486 3.10055 -1.07481
H -0.72287 3.24804 0.04684
C 1.34251 0.47018 0.07592
H 1.92893 -1.61440 0.15252
H -3.81919 -1.14188 -0.13108
O -4.55376 -1.15855 0.52506
C 1.17203 3.39762 -0.82829
H 1.02550 4.50476 -0.95914
H -0.75020 -4.10591 -1.31236
H 2.98403 -0.44484 0.81248
H -5.26871 -1.47172 -0.03516
C 0.24602 2.70916 -0.02999
C 1.94493 -0.72872 0.77844
H -0.37361 1.05067 1.29984
H 1.45642 -0.92851 1.66659
H 1.73036 0.49291 -1.06350
C 0.27903 1.26400 0.41502
O -0.57979 -4.62159 -0.51998
*
```

Output
structure (SMILES): C=C/C=C/C.O.O
energy relative to the best compared isomer or geometry (same formula, charge and spin): 3.291 eV
E_LUMO: 0.351 eV
E_tot: -9471.8445 eV
HOMO: -8.54 eV
gap between HOMO and LUMO: 8.89 eV

***

Entry 4:
Computed, not measured: one molecule with the formula C3H5NO2 in a non-equilibrium geometry, with wB97M-V/def2-TZVPD.

Geometry as ORCA input:
```
! RIJCOSX wB97M-V def2-TZVPD def2/J DEFGRID3
* xyz 0 1
C -0.57876 0.28824 0.33544
C -1.67675 -0.42355 -0.35742
O 1.77766 -0.13687 0.92452
C 0.76631 -0.46077 -0.00696
H 0.58846 -1.55726 0.00688
H -0.47200 1.91998 -0.86685
H 2.61209 -0.52735 0.62828
H -0.67460 0.20020 1.43322
O -0.84083 1.63720 -0.01363
N -2.55456 -0.72126 -1.04592
H 1.05298 -0.21855 -1.03756
*
```

Output
structure (SMILES): N#C[C@H](O)CO
energy relative to the best compared isomer or geometry (same formula, charge and spin): 1.949 eV
E_LUMO: 0.500 eV
E_tot: -8775.7461 eV
HOMO: -11.22 eV
gap between HOMO and LUMO: 11.72 eV

***

Entry 5:
Computed, not measured: a 3-piece molecular cluster, C4H12N4O2 overall in a non-equilibrium geometry, with wB97M-V/def2-TZVPD.

Geometry as ORCA input:
```
! RIJCOSX wB97M-V def2-TZVPD def2/J DEFGRID3
* xyz 0 1
H -1.32717 2.81498 -0.90038
H 0.93590 0.25201 3.23650
H -1.35663 0.04406 0.78823
H 1.07273 0.73111 -1.39989
H -1.10265 -1.26778 -0.23649
H -0.57252 -0.33679 3.01851
C -0.85328 0.50744 -1.09885
H 1.90003 -1.58296 1.87100
N 0.10839 1.02570 -1.73603
N 0.71576 -0.67058 0.53208
O 3.27954 -3.54617 -2.68897
C 2.20516 -3.18422 -2.80635
O 1.09975 -2.91318 -2.91203
H -2.73727 3.72216 -0.99229
C 0.85150 -1.24293 1.81541
H -1.91590 0.67060 -1.24699
N 0.40094 -0.51671 2.96292
H 0.07725 -2.10641 1.79270
N -1.92965 3.42457 -0.42052
C -0.63567 -0.36345 0.08548
H -1.40287 4.24752 -0.21778
H 1.18667 0.29103 0.55376
*
```

Output
structure (SMILES): [H]/N=C\CNCN.O=C=O.N
energy relative to the best compared isomer or geometry (same formula, charge and spin): 1.463 eV
E_LUMO: 0.583 eV
E_tot: -14397.3392 eV
HOMO: -9.24 eV
gap between HOMO and LUMO: 9.82 eV

***

Entry 6:
Computed, not measured: C5H9N3 as an isolated structure in a non-equilibrium geometry, with wB97M-V/def2-TZVPD.

Geometry as ORCA input:
```
! RIJCOSX wB97M-V def2-TZVPD def2/J DEFGRID3
* xyz 0 1
H -0.14438 1.08870 2.10065
H -0.22661 1.27653 -2.86010
N -0.74744 -0.42475 -1.72825
N -0.79916 -2.17207 0.03368
C 0.72643 1.00825 -0.65586
H 0.96193 2.02817 -0.48234
C -0.82981 0.67335 1.30302
H -0.24366 -2.12540 0.95402
N 1.46023 -0.45293 0.66378
C 0.14002 -0.06289 0.19927
H -1.50030 1.64978 0.80300
H -1.32928 -0.30521 1.68976
C -0.51917 -0.94301 -0.44670
H -0.30109 -1.52824 -2.32328
C 0.13379 0.78099 -1.91259
H 1.65558 0.56335 1.06096
H 1.56292 -1.05462 1.60098
*
```

Output
energy relative to the best compared isomer or geometry (same formula, charge and spin): 7.130 eV
E_LUMO: 0.694 eV
E_tot: -9794.3364 eV
HOMO: -8.70 eV
gap between HOMO and LUMO: 9.39 eV

***

E_tot of number 2 (C27H24BrCl5MoN4O7)?
-183195.6064 eV

***

The highest energy relative to the best compared isomer or geometry (same formula, charge and spin) belongs to which entry?
C5H9N3

***

Which of these has the highest energy relative to the best compared isomer or geometry (same formula, charge and spin)?
C5H9N3